Entry 1:
The following is a DFT calculation (ωB97M-V with the def2-TZVPD basis set) of a molecular structure, C29H59InN3O4 at a distorted geometry.

The calculation puts the LUMO energy at 0.088 Eh. The total energy comes out at -1795.6918 Ha. As for the total charge: -1. Its largest force on an atom is 0.024 Eh/bohr. As for the gap between HOMO and LUMO: 7.239 eV. As for the highest occupied orbital energy: -4.833 eV.

Structure (XYZ):
```
96
Properties=species:S:1:pos:R:3:lowdin_charge:R:1
C -0.234 3.812 0.329 -0.07
C -0.980 2.880 1.265 -0.28
O -0.196 2.520 2.388 -0.16
C -0.058 1.110 2.541 -0.19
C 0.812 0.462 1.462 -0.35
O 0.109 -0.566 0.819 -0.35
In 1.189 -1.685 -0.566 0.89
C 1.029 -3.823 0.055 -0.23
C 2.314 -4.474 0.482 -0.27
O 2.066 -5.480 1.537 -0.06
C 3.164 -5.678 2.297 -0.59
C 3.098 -4.959 3.613 0.02
O 4.049 -6.402 1.973 0.12
C 0.172 -1.414 -2.531 -0.24
C -1.175 -0.726 -2.332 -0.54
C -2.128 -0.894 -3.534 -0.10
C -0.982 0.765 -2.058 -0.10
C 3.315 -0.985 -0.730 -0.27
C 4.338 -1.886 -1.058 -0.13
C 5.648 -1.455 -1.193 -0.10
C 5.908 -0.106 -1.007 -0.11
C 4.846 0.732 -0.702 -0.18
N 3.583 0.329 -0.556 0.03
H -0.689 3.786 -0.662 0.07
H -0.252 4.845 0.680 0.04
H 0.806 3.517 0.215 0.07
H -1.883 3.379 1.632 0.11
H -1.300 1.994 0.714 0.10
H -1.038 0.629 2.545 0.12
H 0.389 0.978 3.527 0.11
H 1.107 1.251 0.758 0.09
H 1.752 0.102 1.903 0.10
H 0.570 -4.385 -0.757 0.03
H 0.344 -3.835 0.905 0.04
H 3.053 -3.768 0.872 0.10
H 2.778 -5.005 -0.350 0.11
H 4.087 -4.880 4.051 0.08
H 2.427 -5.513 4.266 0.09
H 2.687 -3.967 3.446 0.09
H 0.807 -0.828 -3.195 0.04
H 0.017 -2.409 -2.953 0.03
H -1.702 -1.124 -1.460 0.11
H -2.052 -1.890 -3.964 0.06
H -1.915 -0.147 -4.299 0.07
H -3.163 -0.746 -3.213 0.06
H -0.375 0.908 -1.165 0.05
H -0.509 1.244 -2.916 0.08
H -1.943 1.255 -1.883 0.08
H 4.090 -2.927 -1.216 0.08
H 6.450 -2.141 -1.431 0.09
H 6.908 0.297 -1.091 0.09
H 5.036 1.791 -0.567 0.09
C 2.022 7.638 -0.213 -0.08
C 1.493 8.989 0.247 -0.28
N 0.176 9.292 -0.281 -0.20
C -0.213 10.679 -0.123 -0.26
C -0.388 11.225 1.301 -0.09
C -0.850 8.301 -0.002 -0.24
C -1.125 7.944 1.464 -0.08
H 1.979 7.558 -1.300 0.08
H 3.060 7.522 0.098 0.07
H 1.461 6.807 0.214 0.06
H 2.173 9.768 -0.110 0.11
H 1.530 9.028 1.347 0.10
H -1.140 10.837 -0.680 0.11
H 0.544 11.286 -0.630 0.11
H -1.289 10.842 1.778 0.05
H -0.477 12.313 1.267 0.07
H 0.466 10.986 1.935 0.06
H -0.581 7.381 -0.528 0.10
H -1.777 8.636 -0.473 0.11
H -0.205 7.752 2.017 0.07
H -1.725 7.033 1.509 0.07
H -1.682 8.724 1.984 0.05
C -4.245 -9.139 -1.156 -0.10
C -3.813 -7.695 -1.368 -0.28
N -3.938 -6.886 -0.172 -0.20
C -3.833 -5.458 -0.423 -0.25
C -2.499 -4.921 -0.948 -0.07
C -3.221 -7.379 0.992 -0.25
C -1.710 -7.611 0.864 -0.07
H -5.246 -9.182 -0.724 0.08
H -4.262 -9.664 -2.113 0.07
H -3.563 -9.679 -0.499 0.06
H -4.457 -7.249 -2.131 0.12
H -2.793 -7.688 -1.785 0.10
H -4.087 -4.933 0.502 0.11
H -4.621 -5.194 -1.137 0.11
H -1.726 -4.921 -0.182 0.04
H -2.620 -3.886 -1.273 0.07
H -2.136 -5.491 -1.804 0.07
H -3.686 -8.320 1.302 0.10
H -3.410 -6.684 1.814 0.11
H -1.460 -8.174 -0.037 0.07
H -1.355 -8.191 1.719 0.07
H -1.142 -6.682 0.849 0.06
```

Entry 2:
The following is a DFT calculation (ωB97M-V with the def2-TZVPD basis set) of a molecular structure, C4H4AlINO3P at a distorted geometry.

Its relative energy (zero: lowest compared OMol25 entry of this formula, charge and spin) is 0.0000 eV. The calculation puts the LUMO energy at -0.484 Eh. The total energy comes out at -1315.8433 Ha. As for the total charge: +2. Its largest force on an atom is 0.095 Eh/bohr. As for the gap between HOMO and LUMO: 4.050 eV. As for the highest occupied orbital energy: -17.212 eV.

Structure (XYZ):
```
15
Properties=species:S:1:pos:R:3:lowdin_charge:R:1
C 2.305 -1.368 0.477 0.32
C 1.329 -1.341 -0.272 -0.08
N 0.480 -0.813 -1.277 0.11
C -0.299 0.306 -0.776 -0.45
C 0.538 1.553 -0.318 -0.58
O 1.419 1.566 0.538 0.22
O 0.218 2.696 -0.875 0.07
P -1.495 -0.111 0.661 0.42
O -0.607 -0.047 2.083 -0.24
I -2.314 -2.397 0.453 0.75
H 3.170 -1.315 1.191 0.14
H -0.126 -1.613 -1.554 0.14
H -0.958 0.644 -1.637 0.06
H -0.487 0.919 2.242 0.10
Al -3.175 1.320 -0.936 1.02
```

Entry 3:
The following is a DFT calculation (ωB97M-V with the def2-TZVPD basis set) of 5 unconnected molecules or ions with the total composition C18H43N6O4.

Its relative energy (zero: lowest compared OMol25 entry of this formula, charge and spin) is 0.0000 eV. The calculation puts the LUMO energy at -0.075 Eh. The total energy comes out at -1340.9360 Ha. As for the total charge: +1. Its largest force on an atom is 0.005 Eh/bohr. As for the gap between HOMO and LUMO: 9.144 eV. As for the highest occupied orbital energy: -11.175 eV.

Structure (XYZ):
```
71
Properties=species:S:1:pos:R:3:lowdin_charge:R:1
C -6.671 0.502 -2.402 -0.05
C -5.370 0.141 -1.713 -0.16
N -4.448 1.324 -1.621 -0.11
C -3.484 1.270 -0.477 -0.09
C -2.800 2.625 -0.355 -0.18
N -2.202 3.098 -1.586 -0.04
C -2.971 2.904 -2.800 -0.18
C -3.660 1.545 -2.880 -0.09
H -7.390 -0.301 -2.252 0.09
H -7.105 1.410 -1.976 0.09
H -6.549 0.647 -3.475 0.08
H -5.535 -0.210 -0.695 0.13
H -4.819 -0.626 -2.259 0.14
H -5.014 2.167 -1.484 0.18
H -2.759 0.490 -0.711 0.13
H -4.024 0.993 0.427 0.14
H -3.501 3.372 0.040 0.13
H -2.015 2.521 0.395 0.12
H -1.248 2.787 -1.689 0.12
H -3.712 3.705 -2.919 0.13
H -2.297 2.980 -3.653 0.14
H -2.930 0.736 -2.947 0.12
H -4.339 1.489 -3.731 0.14
C 0.086 1.006 2.449 -0.35
O -0.582 0.191 1.824 -0.03
N -0.357 1.669 3.533 -0.19
C 0.470 2.651 4.207 -0.06
C -1.680 1.369 4.043 -0.04
H 1.111 1.287 2.169 0.13
H 0.669 2.353 5.238 0.09
H -0.011 3.631 4.214 0.09
H 1.425 2.716 3.692 0.07
H -1.767 0.317 4.315 0.09
H -2.447 1.578 3.294 0.08
H -1.864 1.984 4.920 0.09
C -1.077 -2.126 -4.409 -0.35
O -1.648 -1.072 -4.659 -0.02
N -0.626 -2.464 -3.192 -0.18
C 0.033 -3.727 -2.906 -0.04
C -0.815 -1.497 -2.132 -0.05
H -0.892 -2.891 -5.177 0.14
H -0.535 -4.295 -2.168 0.09
H 1.039 -3.546 -2.533 0.06
H 0.085 -4.311 -3.824 0.09
H -1.884 -1.287 -2.036 0.06
H -0.308 -0.561 -2.376 0.09
H -0.424 -1.880 -1.193 0.10
C 4.158 -2.599 -1.731 -0.34
O 2.956 -2.751 -1.874 -0.01
N 4.893 -1.706 -2.415 -0.19
C 6.319 -1.565 -2.213 -0.05
C 4.224 -0.863 -3.391 -0.04
H 4.746 -3.196 -1.016 0.14
H 6.571 -0.557 -1.877 0.09
H 6.868 -1.770 -3.134 0.09
H 6.646 -2.273 -1.454 0.08
H 3.450 -0.260 -2.914 0.09
H 3.749 -1.467 -4.164 0.09
H 4.960 -0.207 -3.849 0.09
C 3.454 -0.083 3.934 -0.33
O 3.154 1.088 3.766 -0.01
N 3.881 -0.592 5.102 -0.19
C 4.226 -1.990 5.253 -0.05
C 4.003 0.301 6.242 -0.03
H 3.398 -0.830 3.126 0.14
H 3.598 -2.469 6.007 0.09
H 5.271 -2.106 5.547 0.09
H 4.076 -2.501 4.304 0.08
H 3.040 0.748 6.489 0.09
H 4.702 1.109 6.028 0.10
H 4.362 -0.270 7.095 0.09
```